# 1
72
Properties=species:S:1:pos:R:3:forces:R:3 method="wB97M-V/def2-TZVPD" e_above_lowest_kcal_mol=66.7 total_charge=-1 spin_multiplicity=2 s2=0.7503 lumo_energy_ev="2.31 / 2.23" orbital_gap_ha="0.0806 / 0.3318" e_homo_ev="0.1144 / -6.7978"
C -1.780858 -2.797488 0.701986 2.1 -0.3 -3.3
O -2.132403 -1.963003 1.421477 -1.9 3.6 4.3
N -2.436348 -3.825627 0.268386 -4.6 -5.0 -0.6
N -0.743874 -2.686682 -0.116584 4.2 1.8 -1.1
H -3.437339 -3.691296 0.259436 0.0 -0.4 0.4
H -2.095534 -4.256526 -0.579121 -0.3 0.0 0.3
H -0.251759 -1.805899 -0.070072 0.6 -0.2 0.1
H -0.340333 -3.445465 -0.647138 0.0 0.3 0.2
C -0.089376 3.852254 -1.542550 -0.7 -6.2 -2.4
O -0.949383 3.280591 -0.905457 -1.3 -0.6 1.9
N 0.077648 5.077883 -1.653125 0.5 9.1 0.8
N 0.633420 3.207274 -2.476602 1.1 -1.5 -0.4
H -0.608367 5.717808 -1.278998 0.2 -0.2 0.2
H 0.787062 5.504453 -2.231799 -0.2 -0.3 0.2
H 0.504578 2.212079 -2.591037 0.3 0.1 -0.1
H 1.236811 3.740346 -3.086403 -0.1 -0.7 0.0
C 1.070921 0.308255 0.514292 0.1 -0.2 0.6
O 1.013654 0.933548 1.551485 -0.8 1.1 0.7
N 1.924223 -0.677322 0.278482 2.5 -2.7 0.1
N 0.277475 0.358614 -0.566406 -1.9 1.2 -1.1
H 2.181999 -0.816528 -0.688095 0.0 -0.3 -0.4
H 2.600077 -1.129355 0.877634 -0.3 1.1 0.5
H 0.466862 -0.222173 -1.370721 0.0 0.2 0.1
H -0.419536 1.075070 -0.711207 0.2 0.1 0.3
C -1.970641 3.423784 3.417950 3.0 3.5 -0.5
O -2.638052 2.635746 3.866079 -6.8 -7.9 3.5
N -2.377996 4.642165 3.228301 -2.0 5.1 -1.7
N -0.678972 3.287603 3.341164 5.0 -0.6 -2.0
H -3.379443 4.756294 3.292939 0.2 0.1 -0.1
H -1.920728 5.150310 2.484793 -0.3 0.3 0.1
H -0.451915 2.425657 2.866206 0.6 -0.6 0.3
H -0.243408 4.030874 2.813980 0.4 0.0 0.1
C -1.970843 -0.721038 -3.272692 -0.1 -0.7 2.4
O -1.025417 -0.043876 -3.000300 2.7 1.9 -0.2
N -2.399086 -1.707524 -2.494926 -1.7 -2.2 0.6
N -2.784234 -0.565074 -4.276475 -1.4 1.5 -3.4
H -3.313165 -1.961191 -2.841643 0.1 -0.9 1.2
H -2.136671 -1.926554 -1.544523 0.4 0.4 -0.3
H -2.569582 0.220891 -4.873367 -0.4 -0.2 -0.2
H -3.670370 -1.048357 -4.312594 0.3 0.4 -0.4
C 3.668681 -5.726963 1.376840 -1.5 -0.1 -2.5
O 3.390685 -6.645140 0.617506 -0.6 0.8 -0.9
N 3.409277 -4.395255 1.306614 -1.1 1.7 -1.5
N 4.322872 -5.973218 2.451945 2.6 -1.0 4.4
H 3.653487 -3.734518 2.030419 0.1 -0.5 -0.1
H 2.847870 -3.973890 0.580411 0.2 -0.5 -0.1
H 4.384023 -5.210296 3.110962 0.3 -0.8 0.4
H 4.409405 -6.945541 2.711159 0.1 0.4 0.2
C -4.659094 2.624699 -0.764672 -5.1 -3.2 -0.3
O -5.890892 2.390731 -1.017681 2.7 1.1 0.0
N -3.671381 1.862634 -1.242701 0.0 -1.5 -2.4
N -4.223700 3.296948 0.252146 1.5 2.8 2.0
H -2.692939 2.113029 -1.234965 0.0 -0.1 -0.2
H -4.058810 1.150745 -1.845363 0.8 0.1 -0.3
H -4.794592 3.622490 1.019099 0.3 -0.1 -0.4
H -3.230685 3.113997 0.275770 0.0 0.9 1.6
C 2.531211 -0.019116 4.440783 2.6 -0.2 1.9
O 3.623857 0.211112 4.029002 3.5 2.0 -1.9
N 2.242117 0.347553 5.699287 -2.5 0.4 2.6
N 1.816295 -0.916048 3.838356 -2.7 -1.5 0.0
H 1.368984 0.083007 6.132581 0.0 0.1 -0.3
H 2.788418 0.927710 6.319836 0.4 -0.1 -1.0
H 2.147694 -1.114757 2.905199 -1.0 -0.2 0.3
H 0.984303 -1.170447 4.351362 -0.3 -0.6 -1.4
C 2.706666 -0.799037 -3.383938 -4.7 -1.5 4.9
O 2.769935 -1.061869 -2.151151 -0.5 0.4 -1.0
N 3.703849 -0.779094 -4.087423 9.9 0.1 -3.9
N 1.654960 -0.625903 -4.133195 -3.9 0.5 -0.3
H 3.716067 -0.858268 -5.094242 -0.1 0.1 0.1
H 4.571571 -0.951922 -3.600288 0.1 0.1 -0.3
H 0.730247 -0.889723 -3.824336 0.0 0.3 0.0
H 1.820522 -0.504169 -5.122075 -0.5 0.0 -0.1

***

# 2
55
Properties=species:S:1:pos:R:3:forces:R:3 method="wB97M-V/def2-TZVPD" e_above_lowest_kcal_mol=471.2 lumo_energy_ev=0.16 orbital_gap_ha=0.2310 e_homo_ev=-6.1220
N 0.587519 -0.657217 1.384325 -0.6 -5.4 0.9
H 0.460862 -0.183147 0.501538 0.3 -1.5 1.7
H 0.678581 -1.628801 1.123870 -0.4 2.5 3.8
H -0.221199 -0.561300 1.981715 0.6 0.2 -1.0
H 1.445109 -0.338943 1.812518 -2.2 0.3 -0.6
C -0.749926 3.243130 -1.204832 -0.9 -0.2 1.0
C -1.269578 1.783255 -1.246479 -1.4 -0.8 -1.6
C -1.634495 1.393114 -2.738557 0.7 0.2 -0.1
C -0.421628 1.083632 -3.638691 -1.6 1.1 0.5
C 0.395845 0.050101 -2.968903 0.8 -0.9 -0.1
C 0.742497 0.225328 -1.460190 0.8 1.9 -2.3
N -0.414335 0.712233 -0.717293 0.2 1.0 -1.2
O -0.047137 0.925736 0.656326 -1.1 12.6 -5.7
C 1.937890 1.246728 -1.453740 -0.6 0.7 0.1
C 1.169262 -1.138487 -0.962065 1.5 4.4 -4.5
C -2.697487 1.639964 -0.570195 0.2 1.1 1.0
H 0.094075 3.469532 -1.856380 -0.3 -0.1 -0.1
H -0.535589 3.592663 -0.194890 0.6 -0.6 0.2
H -1.623219 3.871881 -1.378359 0.1 0.1 -0.9
H -2.239253 2.173504 -3.200463 -0.1 0.2 0.2
H -2.263428 0.503159 -2.715827 0.0 -0.1 0.1
H 0.119644 1.999389 -3.876433 0.2 0.1 0.2
H -0.778068 0.713353 -4.599906 0.0 -0.1 -0.1
H 1.314003 0.018146 -3.555466 0.5 -0.4 0.4
H -0.071696 -0.919261 -3.141723 -0.2 -0.2 0.2
H 2.909638 0.786908 -1.633672 0.0 0.0 0.0
H 1.964668 1.934239 -0.608330 0.1 -0.8 0.8
H 1.773021 2.025429 -2.198414 0.0 -0.4 -0.7
H 1.828983 -1.619250 -1.684379 -0.1 0.0 -0.7
H 0.332815 -1.790000 -0.709125 -0.7 6.6 -4.4
H 1.803885 -1.008765 -0.085403 0.2 0.8 -1.1
H -3.438462 2.362602 -0.912039 0.3 0.2 -0.5
H -2.669019 1.773559 0.511219 0.3 0.5 0.0
H -3.187605 0.667631 -0.619584 0.3 0.0 -0.9
O 0.824619 -2.541800 0.385743 5.0 -9.1 -1.1
H 0.410376 -2.704387 -0.461718 0.7 -3.0 -0.1
H 1.758997 -2.478320 0.187897 0.4 -0.9 0.2
O -1.810096 -0.161466 1.118212 -5.0 -3.6 1.8
H -2.500009 -0.386138 0.493891 -0.2 -0.4 0.4
H -1.265157 0.474712 0.655029 0.5 0.5 0.9
O 2.493343 -0.642951 2.332718 6.6 -0.1 2.4
H 3.135375 -0.030583 1.973502 0.7 0.4 -0.1
H 2.658236 -0.637859 3.275599 0.0 -0.3 0.6
O -0.252547 -3.745101 1.531347 -6.7 -5.3 1.3
H -1.205348 -3.725530 1.441746 -0.6 -0.5 0.4
H 0.073875 -3.404903 0.698303 -0.3 -2.0 1.4
O 0.286386 0.812540 3.234389 0.6 2.2 1.8
H -0.267515 1.529237 3.543868 -0.1 0.4 0.1
H 0.653917 1.131933 2.410289 -0.2 0.5 -0.4
O 1.184419 -2.722559 2.870989 3.9 -0.5 2.2
H 0.458325 -3.234813 2.515165 0.1 -0.2 0.6
H 0.762772 -2.026032 3.374278 0.4 -0.3 0.2
O -0.530281 -1.262315 3.331902 -3.2 -0.8 2.9
H -1.204502 -1.887485 3.065791 -0.3 -0.4 -0.1
H -0.961357 -0.706229 3.980888 -0.1 0.3 0.1

***

# 3
60
Properties=species:S:1:pos:R:3:forces:R:3 method="wB97M-V/def2-TZVPD" e_above_lowest_kcal_mol=123.6 smiles="NC(N)=O.NC(N)=O.NC(N)=O.CO.CO.CO.CO.CO.CO" lumo_energy_ev=0.22 orbital_gap_ha=0.3173 e_homo_ev=-8.4141
N 2.444614 -1.691158 1.315195 0.3 -2.6 3.9
C 2.423718 -1.345822 0.074206 0.0 -4.1 -7.3
N 2.261016 -0.087282 -0.235162 -0.3 3.8 -1.5
O 2.518677 -2.241367 -0.939850 -0.1 3.3 4.2
H 2.409616 -2.720809 1.487950 0.0 1.6 -0.3
H 2.073536 -1.094375 2.047889 0.1 -0.2 -0.4
H 2.185949 0.283262 -1.223955 0.1 -1.5 1.8
H 2.229773 0.687348 0.426083 -0.2 -0.8 0.3
N 3.646779 2.200674 -2.712325 4.0 3.6 0.6
C 2.347013 2.258981 -2.577702 -3.6 6.5 -0.1
N 1.789457 1.067009 -2.704721 -1.3 -2.6 -1.5
O 1.636314 3.437927 -2.395356 3.5 -6.1 -0.4
H 4.227120 3.114348 -2.590201 -1.7 -2.5 -0.5
H 4.104616 1.407593 -3.122397 0.1 -0.1 0.2
H 0.828836 1.039302 -2.959140 -0.9 0.1 0.1
H 2.241219 0.257186 -3.193716 -0.1 1.3 0.8
N -1.032054 -0.769505 2.510699 -0.4 1.8 -1.6
C -0.702180 -2.039259 2.297117 0.0 -1.3 -8.0
N -0.773948 -2.702963 3.378530 -0.3 -5.0 5.1
O -0.436861 -2.707750 1.056028 -0.8 4.1 6.3
H -1.264234 -0.244163 1.667884 -0.1 -0.2 0.3
H -1.458581 -0.484146 3.407965 0.6 -0.1 -0.9
H -0.453694 -3.670812 3.285257 -0.5 0.5 0.2
H -1.472677 -2.549320 4.157740 1.4 0.1 -1.6
C -0.948440 1.662229 0.088798 0.7 -0.2 -0.3
O -1.363577 0.373777 -0.420454 -1.1 1.6 1.2
H -1.716243 2.451600 0.129980 -0.2 -0.8 -0.5
H -0.135313 1.984958 -0.544181 0.2 0.6 -0.2
H -0.520250 1.631278 1.095869 -0.1 -0.5 0.1
H -0.617154 -0.061614 -0.797498 1.1 -0.6 -0.4
C -0.061630 -3.505743 -1.996433 -0.5 -0.7 -0.2
O 0.281353 -4.491218 -1.000402 -0.5 0.6 -1.6
H 0.691858 -3.371808 -2.755194 0.9 -0.1 -0.1
H -0.241026 -2.509269 -1.593223 -0.2 -0.2 0.3
H -0.938185 -3.845566 -2.585120 0.0 0.0 0.6
H 0.532176 -3.966238 -0.249829 0.2 0.3 0.8
C -3.704780 -1.888352 -1.007170 0.2 -1.1 -0.2
O -3.851255 -0.569490 -0.484479 -0.9 -1.0 -1.0
H -3.564485 -2.027296 -2.094956 -1.0 0.9 -0.3
H -4.513051 -2.602480 -0.694706 0.8 0.9 0.0
H -2.710762 -2.236025 -0.763693 0.2 -0.7 1.1
H -3.087528 -0.156093 -0.884837 0.4 0.8 0.4
C -1.637848 0.601164 -3.592570 -2.5 -0.9 -0.9
O -0.711381 -0.396997 -3.428253 4.0 -1.0 1.5
H -1.532741 0.911420 -4.640563 -0.6 0.7 0.2
H -1.530504 1.488092 -2.877106 -0.3 -1.7 -0.8
H -2.509634 -0.143901 -3.498360 -0.6 2.9 0.1
H -0.822921 -1.097114 -4.071343 -0.1 0.0 0.0
C -1.294097 2.228985 4.307683 0.3 0.1 -0.7
O -1.540131 0.953681 4.834956 -0.6 -1.2 -0.4
H -0.239620 2.450280 4.355570 0.5 0.2 -0.1
H -1.813172 2.960871 4.898190 -0.5 0.6 -0.1
H -1.579348 2.260607 3.221527 -0.1 -0.1 1.2
H -1.171692 0.824404 5.708151 0.2 0.3 0.1
C 1.544325 3.310032 1.563862 1.4 1.4 -1.7
O 2.327370 2.093669 1.547284 0.1 0.8 -0.3
H 1.102864 3.626210 0.562398 0.6 -0.8 1.0
H 2.174735 4.164220 1.890789 -0.2 -0.5 -0.2
H 0.769927 3.252169 2.277458 -0.8 -0.6 0.8
H 3.158139 2.234656 1.039838 -0.9 0.2 0.6